Record 1
{"formula": "C32H43B11Br6CsIN7O6S4", "method": "ωB97M-V with the def2-TZVPD basis set", "species": ["Cs", "Br", "B", "B", "C", "B", "B", "B", "B", "B", "Br", "B", "Br", "B", "Br", "B", "Br", "B", "Br", "H", "H", "H", "H", "H", "H", "O", "C", "O", "C", "C", "C", "C", "C", "C", "S", "H", "H", "H", "H", "O", "S", "O", "N", "C", "S", "C", "C", "C", "C", "C", "C", "H", "H", "H", "H", "C", "C", "C", "C", "N", "N", "C", "H", "H", "H", "H", "H", "H", "H", "H", "N", "C", "C", "N", "H", "H", "H", "H", "H", "H", "H", "H", "H", "C", "N", "C", "S", "N", "C", "H", "H", "H", "H", "H", "H", "H", "H", "I", "C", "C", "C", "C", "C", "C", "C", "O", "O", "H", "H", "H", "H"], "coordinates": [[0.4266, 0.8237, -0.0527], [-1.8746, -2.4029, 0.1095], [-2.5810, -3.7452, -1.1316], [-1.5891, -5.2500, -1.1698], [-1.8465, -5.7408, -2.7666], [-1.6913, -4.0429, -2.5470], [-2.8208, -4.6594, -3.7716], [-3.4862, -6.1412, -3.2041], [-2.7403, -6.5384, -1.5879], [-3.2446, -5.2540, -0.4504], [-3.2239, -5.6660, 1.4632], [-4.3928, -5.8706, -1.7072], [-5.7576, -7.1142, -1.2433], [-4.4800, -4.6836, -2.9887], [-6.0352, -4.4740, -4.1694], [-3.3322, -3.3912, -2.6711], [-3.7194, -1.5642, -3.3116], [-4.3333, -4.1388, -1.2489], [-5.7800, -3.1883, -0.3890], [-0.6007, -5.4332, -0.6020], [-1.0036, -6.2580, -3.2762], [-0.6820, -3.4646, -2.8225], [-2.6138, -4.5832, -4.9531], [-3.7239, -7.0779, -3.9040], [-2.4918, -7.6220, -1.2877], [2.1602, -2.4370, -3.0060], [2.8479, -1.4423, -2.9364], [2.2113, -0.1944, -2.8606], [4.3510, -1.3564, -2.8207], [5.2395, -2.4159, -2.6138], [6.5601, -2.1215, -2.3627], [7.0561, -0.8268, -2.4388], [6.1801, 0.2620, -2.6152], [4.8081, -0.0514, -2.8268], [3.4722, 0.9733, -3.1944], [4.9484, -3.4439, -2.6388], [7.1953, -2.9751, -2.1416], [8.1352, -0.6222, -2.2377], [6.5528, 1.2824, -2.5938], [3.8935, 3.7343, 5.7504], [2.8622, 3.7793, 4.7472], [1.5244, 3.3471, 5.0847], [3.4450, 2.9593, 3.3509], [3.6122, 3.8325, 2.3719], [4.1743, 3.4264, 0.7691], [3.2778, 5.2376, 2.6872], [3.3846, 6.3506, 1.8324], [3.0178, 7.5771, 2.3061], [2.6363, 7.7442, 3.6480], [2.5509, 6.6585, 4.4679], [2.8416, 5.4064, 3.9784], [3.8655, 6.1965, 0.8834], [3.1537, 8.4484, 1.6953], [2.4272, 8.7401, 4.0121], [2.2972, 6.8483, 5.5283], [4.7063, 0.1684, 4.3944], [3.8790, -0.6196, 3.4154], [3.5846, -2.0037, 3.3847], [2.8641, -2.1962, 2.1904], [2.6083, -0.9969, 1.5471], [3.3113, -0.1123, 2.2605], [2.4226, -3.3739, 1.4014], [4.5751, -0.2987, 5.3879], [4.3179, 1.1784, 4.4362], [5.7633, 0.1511, 4.1282], [3.7523, -2.8290, 4.0736], [3.4115, 0.8490, 1.9242], [2.5917, -4.2538, 2.0573], [3.0878, -3.4534, 0.5179], [1.3857, -3.2671, 1.0702], [-6.3066, -0.0518, -1.7259], [-6.1615, 0.7135, -0.4124], [-4.6860, 1.0322, -0.2094], [-4.0695, 1.3706, -1.4582], [-7.2339, 0.0455, -2.1678], [-6.1147, -1.0349, -1.5111], [-5.5185, 0.2828, -2.3224], [-6.5077, 0.0788, 0.4320], [-6.7797, 1.6223, -0.5273], [-4.1804, 0.2124, 0.2771], [-4.6058, 1.9160, 0.4538], [-3.6112, 2.2774, -1.4391], [-3.4115, 0.7141, -1.8584], [-3.1582, -2.8236, 4.1774], [-1.8298, -2.2376, 4.3081], [-1.5695, -0.9206, 4.3995], [-2.7836, 0.2140, 4.4563], [-0.2244, -0.5846, 4.3030], [0.2328, 0.7863, 4.5139], [-3.2868, -3.2342, 3.1787], [-3.9485, -2.0386, 4.2495], [-3.3088, -3.5785, 4.9149], [-1.0005, -2.8234, 4.1659], [0.3559, -1.3003, 4.7844], [0.1207, 1.0375, 5.6099], [-0.4055, 1.4832, 3.9525], [1.2677, 0.8250, 4.1621], [-0.6012, 8.3231, -6.3356], [-0.8518, 6.3649, -5.2926], [-1.9549, 6.0546, -4.5128], [-1.9243, 4.9600, -3.6428], [-0.7761, 4.1341, -3.5345], [0.3187, 4.4641, -4.3910], [0.3013, 5.5581, -5.2368], [-0.6631, 3.1441, -2.4105], [-1.6365, 3.0543, -1.6039], [0.4884, 2.5196, -2.2639], [-2.8397, 6.6278, -4.6938], [-2.7969, 4.7265, -2.9917], [1.2255, 3.8481, -4.2519], [1.1101, 5.8591, -5.8767]], "orbital_gap_ev": 6.62, "fmax_ev_per_a": 3.46, "charge": -1, "e_tot_ev": -536296.4514, "multiplicity": 1, "relative_energy_kcal_mol": 19.7, "lumo_ev": 1.098}

***

Record 2
{"formula": "C3H7NS", "method": "ωB97M-V with the def2-TZVPD basis set", "species": ["C", "C", "C", "H", "H", "H", "H", "H", "H", "H", "N", "S"], "coordinates": [[0.5023, -0.1019, 0.6433], [0.0757, -1.1599, -0.3133], [0.5615, 0.1412, -0.8768], [-0.2690, 1.3817, 1.8672], [-1.3556, 0.4805, 0.9525], [1.4671, -0.2507, 1.0888], [0.7686, -2.0007, -0.3392], [-0.9934, -1.4643, -0.3769], [1.5433, 0.1158, -1.2057], [-1.4316, 1.1871, -1.0423], [-0.5107, 0.4571, 1.5009], [-0.3580, 1.2140, -1.8985]], "smiles": "N[C@H]1C[C@H]1S", "orbital_gap_ev": 9.35, "fmax_ev_per_a": 1.95, "charge": 0, "e_tot_ev": -15548.4514, "multiplicity": 1, "relative_energy_kcal_mol": 27.5, "lumo_ev": 0.912}

***

Record 3
{"formula": "C5H12NO", "method": "ωB97M-V with the def2-TZVPD basis set", "species": ["C", "C", "C", "C", "C", "N", "O", "H", "H", "H", "H", "H", "H", "H", "H", "H", "H", "H", "H"], "coordinates": [[1.5099, -1.3897, -0.9634], [-0.5715, 0.1458, 0.5788], [-0.6994, 1.3501, 1.2936], [-0.6870, -0.9890, 1.4974], [0.1879, 1.0215, -1.6706], [-0.3314, 0.0087, -0.7918], [1.8401, -1.1090, 0.0960], [0.9703, -2.4298, -1.2165], [1.8494, -0.7634, -1.8140], [-0.3415, 2.0610, 0.6555], [-0.2729, 1.4429, 2.2977], [-1.7782, 1.6688, 1.3806], [0.2686, -1.5129, 1.6038], [-1.4698, -1.7038, 1.3068], [-0.9331, -0.7072, 2.5143], [0.9946, 1.5291, -1.1090], [0.3953, 0.4714, -2.5982], [-0.4760, 1.9036, -1.9166], [-0.4554, -0.9982, -1.1444]], "orbital_gap_ev": 9.14, "fmax_ev_per_a": 5.97, "charge": 1, "e_tot_ev": -8907.4593, "multiplicity": 1, "relative_energy_kcal_mol": 73.1, "lumo_ev": -5.038}

***

Record 4
{"formula": "C27H36BCl39FNO5S", "method": "ωB97M-V with the def2-TZVPD basis set", "species": ["C", "C", "C", "C", "C", "C", "F", "C", "C", "O", "O", "N", "C", "S", "O", "C", "O", "C", "C", "B", "O", "C", "C", "H", "H", "H", "H", "H", "H", "H", "H", "H", "H", "H", "H", "H", "H", "H", "H", "H", "H", "H", "H", "H", "H", "H", "C", "Cl", "Cl", "Cl", "H", "C", "Cl", "Cl", "Cl", "H", "C", "Cl", "Cl", "Cl", "H", "C", "Cl", "Cl", "Cl", "H", "C", "Cl", "Cl", "Cl", "H", "C", "Cl", "Cl", "Cl", "H", "C", "Cl", "Cl", "Cl", "H", "C", "Cl", "Cl", "Cl", "H", "C", "Cl", "Cl", "Cl", "H", "C", "Cl", "Cl", "Cl", "H", "C", "Cl", "Cl", "Cl", "H", "C", "Cl", "Cl", "Cl", "H", "C", "Cl", "Cl", "Cl", "H"], "coordinates": [[0.8113, 1.4858, 2.8148], [1.0716, -0.0065, 3.1459], [0.4303, -0.9236, 2.0744], [1.4116, -1.7578, 1.2202], [2.4773, -0.7846, 0.7028], [3.4567, -1.3360, -0.3525], [3.3768, -0.5841, -1.5250], [0.5778, -2.3852, 0.0660], [-0.9579, -2.5081, 0.2789], [-1.5306, -3.1738, -0.8381], [-2.0861, -4.4073, -0.3803], [0.6565, -1.6529, -1.2345], [1.1224, -2.1984, -2.2116], [1.8080, -2.8147, -3.4756], [1.0141, -3.7359, -0.1691], [1.8220, -4.1490, 0.8555], [2.2573, -5.2607, 0.8550], [1.9829, -3.0538, 1.8959], [1.1268, -3.6005, 3.0952], [3.4197, -2.9835, 2.5829], [3.7711, -1.8673, 3.3481], [4.5049, -4.1273, 2.4268], [5.2858, -4.0371, 1.0977], [0.6983, 1.6416, 1.7391], [1.5493, 2.1373, 3.2819], [-0.1518, 1.7457, 3.2650], [0.5623, -0.1899, 4.0915], [2.1224, -0.2092, 3.3304], [-0.1482, -0.2838, 1.4050], [-0.3091, -1.5420, 2.5855], [1.9882, 0.0790, 0.2548], [3.0973, -0.4088, 1.5144], [4.4834, -1.2412, -0.0005], [3.2334, -2.3692, -0.6206], [-1.3964, -1.5083, 0.2904], [-1.2413, -3.0298, 1.1906], [-3.0429, -4.2640, -0.4373], [1.0542, -2.8304, 3.8648], [0.1331, -3.8602, 2.7388], [1.5922, -4.4972, 3.5051], [3.7518, -2.0851, 4.2865], [4.0621, -5.1196, 2.5330], [5.2129, -4.0290, 3.2582], [4.6334, -3.8156, 0.2520], [5.7415, -4.9995, 0.8699], [6.0456, -3.2584, 1.1577], [-4.2880, -6.8859, -0.2710], [-5.0891, -5.4406, -0.9127], [-4.3342, -6.9028, 1.4925], [-5.0268, -8.3473, -0.9191], [-3.2504, -6.8601, -0.5814], [2.4018, 2.4853, -2.2950], [1.0247, 2.3825, -3.3925], [3.4442, 3.8470, -2.7128], [1.8458, 2.6319, -0.6260], [2.9735, 1.5695, -2.3811], [-8.6620, -3.1661, 0.1101], [-9.7388, -1.7773, 0.2582], [-7.1240, -2.6855, -0.6093], [-8.3982, -3.9176, 1.6876], [-9.1328, -3.8910, -0.5407], [-4.0491, -3.8300, 4.0333], [-5.4575, -3.7299, 2.9819], [-2.5858, -3.4239, 3.1267], [-4.2303, -2.7932, 5.4477], [-3.9513, -4.8527, 4.3741], [-0.9468, 1.3185, -6.4254], [-1.7384, 1.9253, -4.9698], [-0.4572, -0.3617, -6.2125], [-1.9975, 1.4962, -7.8329], [-0.0562, 1.9101, -6.5931], [-11.9339, -3.5756, 3.0463], [-12.6492, -2.1649, 2.2691], [-12.0289, -3.4432, 4.8032], [-12.7056, -5.0608, 2.4859], [-10.8893, -3.6155, 2.7683], [0.3371, 6.4135, 0.5204], [-0.8901, 6.8748, -0.6612], [-0.0178, 4.8219, 1.1963], [1.9474, 6.4436, -0.2044], [0.3174, 7.1337, 1.3271], [5.1298, 6.9798, -4.4925], [4.3143, 6.2812, -5.8907], [4.0835, 6.9372, -3.0758], [6.6514, 6.1399, -4.1741], [5.3558, 8.0144, -4.7148], [1.5767, 10.4263, -3.3031], [0.3451, 10.8834, -4.4774], [1.2349, 8.8353, -2.6298], [3.1851, 10.4782, -4.0377], [1.5541, 11.1463, -2.4953], [-2.6958, 12.5370, -2.5126], [-1.0482, 13.0303, -2.1164], [-2.9033, 10.8031, -2.2655], [-3.8680, 13.4522, -1.5648], [-2.8671, 12.7517, -3.5591], [10.3917, 4.5013, -3.2234], [10.6771, 2.7723, -3.0233], [11.5446, 5.4407, -2.2739], [10.4638, 4.9563, -4.9267], [9.3974, 4.7218, -2.8576], [1.6215, 0.4989, 7.5882], [-0.0129, 1.0854, 7.2790], [2.1338, -0.6004, 6.3035], [2.7519, 1.8412, 7.7459], [1.6143, -0.0499, 8.5204], [-4.9594, -7.6819, -4.9557], [-3.4257, -7.1671, -4.2490], [-5.0806, -9.4422, -4.9743], [-6.3168, -6.9710, -4.0829], [-4.9934, -7.3300, -5.9780]], "orbital_gap_ev": 9.23, "fmax_ev_per_a": 2.03, "charge": 0, "e_tot_ev": -542911.3953, "multiplicity": 1, "lumo_ev": 0.077}

***

Record 5
{"formula": "C37H26CrN6O8", "method": "ωB97M-V with the def2-TZVPD basis set", "species": ["Cr", "C", "O", "C", "C", "C", "C", "C", "C", "N", "N", "C", "O", "C", "C", "C", "C", "C", "C", "C", "O", "H", "H", "H", "H", "H", "H", "H", "H", "H", "H", "H", "H", "O", "C", "O", "C", "O", "O", "C", "O", "C", "C", "C", "C", "C", "C", "C", "N", "C", "C", "N", "C", "C", "C", "C", "N", "C", "C", "N", "C", "C", "C", "C", "H", "H", "H", "H", "H", "H", "H", "H", "H", "H", "H", "H", "H", "H"], "coordinates": [[0.4213, 0.2053, 0.2098], [3.3420, -2.8555, 0.6889], [2.6746, -4.0573, 0.3149], [1.4361, -4.0150, -0.2784], [0.9237, -5.2541, -0.6172], [-0.3080, -5.4039, -1.2592], [-1.0262, -4.2679, -1.5568], [-0.5410, -3.0079, -1.1886], [-1.3497, -1.8530, -1.5151], [-1.1552, -0.6610, -1.1157], [-2.1380, 0.2282, -1.5827], [-1.8870, 1.3678, -1.0152], [-0.9224, 1.5593, -0.1900], [-2.7502, 2.5340, -1.3319], [-4.0568, 2.3534, -1.7674], [-4.8563, 3.4541, -2.0486], [-4.3467, 4.7392, -1.9017], [-3.0376, 4.9193, -1.4667], [-2.2393, 3.8196, -1.1739], [0.6899, -2.8296, -0.5272], [1.1175, -1.6495, -0.1912], [4.3446, -3.1618, 0.9829], [2.8553, -2.3736, 1.5354], [3.4010, -2.1482, -0.1349], [1.5339, -6.1173, -0.3670], [-0.6749, -6.3903, -1.5229], [-1.9783, -4.3286, -2.0798], [-2.2249, -2.0113, -2.1446], [-4.4351, 1.3441, -1.8878], [-5.8790, 3.3100, -2.3806], [-4.9700, 5.5984, -2.1269], [-2.6344, 5.9187, -1.3475], [-1.2242, 3.9478, -0.8149], [1.5326, 4.0542, 0.7713], [1.4256, 2.8774, 0.4556], [0.9450, 1.9430, 1.2353], [1.9291, 2.3397, -0.9196], [2.6191, 3.0233, -1.6605], [1.5871, 1.0993, -1.1472], [4.1817, -3.9638, 12.6563], [2.8489, -3.9121, 12.1616], [2.6792, -3.4788, 10.8938], [1.3671, -3.4118, 10.4409], [1.1038, -2.9762, 9.1575], [2.1333, -2.5996, 8.2985], [3.4372, -2.6753, 8.7618], [3.7202, -3.1110, 10.0506], [1.8767, -2.1191, 6.9229], [2.7828, -1.6739, 6.0929], [2.0928, -1.3416, 4.9442], [0.7602, -1.5903, 5.0902], [0.6341, -2.0908, 6.3661], [-0.2231, -1.3398, 4.0747], [-1.6070, -1.5438, 4.1914], [-2.4200, -1.2292, 3.1415], [-1.8487, -0.7260, 1.9743], [-0.5464, -0.5470, 1.8507], [0.2631, -0.8344, 2.8809], [1.6948, -0.5768, 2.6928], [2.0585, -0.1035, 1.5026], [3.3158, 0.1707, 1.2700], [4.3058, -0.0211, 2.2475], [3.9581, -0.5123, 3.4668], [2.6095, -0.8073, 3.7128], [4.1153, -4.3076, 13.6832], [4.6524, -2.9793, 12.6370], [4.7915, -4.6637, 12.0826], [0.5696, -3.7042, 11.1126], [0.0683, -2.9291, 8.8331], [4.2378, -2.3839, 8.0914], [4.7479, -3.1599, 10.3776], [-0.2165, -2.3883, 6.8074], [-2.0296, -1.9443, 5.1071], [-3.4918, -1.3596, 3.1974], [-2.4529, -0.4658, 1.1136], [3.5384, 0.5571, 0.2814], [5.3335, 0.2242, 2.0179], [4.6931, -0.6789, 4.2457]], "orbital_gap_ev": [6.35, 6.22], "fmax_ev_per_a": 1.10, "charge": -1, "s_squared": 0.773, "e_tot_ev": -92537.8157, "multiplicity": 2, "relative_energy_kcal_mol": 19.5, "lumo_ev": [1.647, 1.631]}